113
Properties=species:S:1:pos:R:3 method="wB97M-V/def2-TZVPD" spin_multiplicity=2 total_charge=+1 e_lumo_ev="-2.4 / -5.0" gap_ev="8.3 / 5.7"
Zr 1.0241 0.7344 -0.4913
O 1.8029 0.0755 -2.0879
C 2.8126 0.6097 -2.8964
C 3.4355 1.8754 -2.1956
C 4.0367 1.6142 -0.8505
C 5.3980 1.7680 -0.6265
C 5.9259 1.4880 0.6199
C 5.0719 1.0337 1.6102
C 3.7179 0.9144 1.3380
C 2.7997 0.4360 2.4302
C 1.5892 -0.4263 1.9615
O 0.6372 0.4533 1.4128
C 1.0978 -1.1214 3.2329
C 1.4785 -2.4179 3.5586
C 1.1101 -2.9657 4.7798
C 0.3622 -2.2262 5.6835
C -0.0362 -0.9395 5.3528
C 0.3355 -0.3911 4.1362
C 1.9458 -1.4653 0.8843
C 0.8957 -1.9882 0.1117
C 1.1564 -2.9259 -0.8771
C 2.4540 -3.3416 -1.1230
C 3.4925 -2.8447 -0.3520
C 3.2397 -1.9256 0.6546
N 3.2021 1.2158 0.1321
C 3.7578 -0.5472 -3.2344
C 5.1235 -0.5935 -3.0049
C 5.8534 -1.7339 -3.3259
C 5.2286 -2.8322 -3.8885
C 3.8642 -2.7844 -4.1495
C 3.1402 -1.6548 -3.8174
C 2.2955 1.1787 -4.2262
C 3.1868 1.4531 -5.2589
C 2.7367 2.0084 -6.4450
C 1.3885 2.2943 -6.6148
C 0.4995 2.0403 -5.5831
C 0.9549 1.4847 -4.3959
H 2.5929 2.5716 -2.0893
H 4.1746 2.3241 -2.8559
H 6.0341 2.1311 -1.4210
H 6.9819 1.6103 0.8189
H 5.4415 0.7789 2.5933
H 2.3567 1.3036 2.9286
H 3.3824 -0.1007 3.1785
H 2.0651 -3.0080 2.8665
H 1.4154 -3.9721 5.0340
H 0.0853 -2.6512 6.6387
H -0.6336 -0.3619 6.0466
H 0.0443 0.6164 3.8700
H -0.1315 -1.7334 0.3549
H 0.3309 -3.3500 -1.4340
H 2.6596 -4.0512 -1.9099
H 4.5073 -3.1773 -0.5258
H 4.0554 -1.6015 1.2871
H 5.6396 0.2488 -2.5702
H 6.9190 -1.7581 -3.1368
H 5.7964 -3.7225 -4.1246
H 3.3654 -3.6253 -4.6147
H 2.0705 -1.6184 -3.9817
H 4.2396 1.2262 -5.1393
H 3.4436 2.2223 -7.2357
H 1.0399 2.7128 -7.5494
H -0.5499 2.2806 -5.7002
H 0.2787 1.2742 -3.5822
C -6.2083 0.8812 6.0648
C -5.3288 1.0179 4.8584
C -5.7369 0.5595 3.6114
C -4.9048 0.6025 2.5024
C -5.4927 0.1802 1.1803
C -3.5932 1.0982 2.6405
Te -2.1536 0.9990 1.0490
N 0.1018 2.5654 -0.9494
C -0.8243 1.8595 -1.4563
O -0.7791 0.4975 -1.2689
C -2.0494 2.3143 -2.1714
C -2.8464 3.3212 -1.6378
C -4.0708 3.6125 -2.2237
C -4.4958 2.9119 -3.3413
C -3.6993 1.9081 -3.8778
C -2.4841 1.6015 -3.2896
C -2.7645 -0.9371 0.3866
C -3.2157 -1.0274 -0.9287
C -3.5097 -2.2550 -1.4856
C -3.3737 -3.4060 -0.7190
C -2.9664 -3.3112 0.5992
C -2.6504 -2.0807 1.1774
C -2.2256 -2.0257 2.6186
C -3.2163 1.6794 3.8632
C -1.9125 2.4164 4.0484
C -4.0785 1.6168 4.9467
H -7.2404 0.6907 5.7772
H -6.1692 1.7767 6.6839
H -5.8722 0.0423 6.6776
H -6.7386 0.1639 3.4911
H -6.5022 0.5789 1.0851
H -5.5521 -0.9061 1.0992
H -4.9031 0.5635 0.3529
H -2.5100 3.8720 -0.7676
H -4.7033 4.3811 -1.8006
H -5.4580 3.1338 -3.7829
H -4.0415 1.3492 -4.7387
H -1.8728 0.7954 -3.6740
H -3.3430 -0.1311 -1.5183
H -3.8479 -2.3118 -2.5113
H -3.5903 -4.3744 -1.1498
H -2.8961 -4.2055 1.2066
H -1.5249 -2.8269 2.8545
H -3.0963 -2.1383 3.2685
H -1.7570 -1.0699 2.8422
H -1.2682 2.3319 3.1722
H -1.3801 2.0459 4.9244
H -2.1135 3.4751 4.2174
H -3.7605 2.0420 5.8921

---

91
Properties=species:S:1:pos:R:3 method="wB97M-V/def2-TZVPD" smiles="CC[C@@H](C)c1ccc(/C(I)=C(/C)I)c2c1C(=O)c1ccccc1C2=O.CC(C)O.CC(C)O.CC(C)O.CC(C)O" e_lumo_ev=-1.5 gap_ev=7.0
C 3.2409 -3.7627 2.4508
C 3.8795 -4.2649 1.0265
C 3.5355 -3.2421 -0.2513
C 4.2226 -3.9201 -1.5959
C 1.9093 -3.0564 -0.3454
C 0.9907 -4.3293 -0.9222
C -0.6623 -4.1819 -0.9898
C -1.4033 -2.7747 -0.4788
C -3.0743 -2.7250 -0.5319
I -4.2455 -1.7232 -2.0901
C -3.7492 -3.4341 0.6271
C -5.3713 -3.5732 0.8201
I -2.5004 -4.3742 2.2136
C -0.5009 -1.5229 0.0869
C 1.1630 -1.6815 0.1462
C 1.9856 -0.3679 0.7750
O 3.1168 0.1251 0.2634
C 1.2370 0.3310 2.0975
C 2.1285 0.7971 3.3923
C 1.3239 1.4313 4.6768
C -0.3280 1.6143 4.6149
C -1.2417 1.1515 3.3063
C -0.4277 0.4835 2.0442
C -1.1580 -0.0932 0.6543
O -2.1522 0.5444 0.0225
H 3.4408 -4.6261 3.2490
H 2.0652 -3.6215 2.4373
H 3.7401 -2.7731 2.8842
H 3.5491 -5.3466 0.6994
H 5.0669 -4.2083 1.1356
H 4.1364 -2.2604 -0.0290
H 4.0771 -3.2315 -2.5328
H 3.6315 -4.9161 -1.8108
H 5.3699 -4.1414 -1.4779
H 1.5207 -5.3426 -1.2517
H -1.2655 -5.1224 -1.3752
H -5.6879 -4.6314 0.3972
H -5.6173 -3.6117 1.9856
H -6.0122 -2.7716 0.2580
H 3.3014 0.6451 3.3287
H 1.9521 1.7431 5.6400
H -0.8588 2.0696 5.5549
H -2.4198 1.2852 3.2649
C 5.9838 1.5576 -2.6908
C 5.5651 0.3582 -3.5259
C 4.1671 0.5401 -4.0952
O 5.5966 -0.8148 -2.7170
H 5.3088 1.6968 -1.8387
H 6.9869 1.4073 -2.2774
H 5.9850 2.4742 -3.2889
H 6.2792 0.2118 -4.3436
H 3.4276 0.6432 -3.2930
H 3.8742 -0.3360 -4.6837
H 4.1136 1.4262 -4.7354
H 4.9654 -0.6937 -1.9883
C -4.5324 2.7908 -3.1362
C -4.8869 2.1776 -4.4815
C -5.0550 3.2456 -5.5504
O -6.0987 1.4376 -4.3586
H -5.3252 3.4643 -2.7914
H -4.4267 2.0114 -2.3739
H -3.5958 3.3542 -3.1936
H -4.1029 1.4747 -4.7836
H -5.8663 3.9352 -5.2912
H -5.3221 2.7906 -6.5103
H -4.1341 3.8227 -5.6803
H -6.8006 2.0537 -4.0906
C -1.9726 1.9282 10.1558
C -1.6686 1.1144 8.9082
C -0.6169 0.0513 9.1824
O -1.2040 1.9837 7.8788
H -1.0770 2.4505 10.5109
H -2.7220 2.6974 9.9404
H -2.3474 1.2898 10.9620
H -2.5867 0.6390 8.5461
H 0.3268 0.5070 9.5030
H -0.3992 -0.5185 8.2727
H -0.9509 -0.6434 9.9594
H -0.3889 2.4102 8.1915
C 0.1999 2.2649 -5.5343
C -0.7583 3.3794 -5.9229
C -1.0602 4.2878 -4.7417
O -1.9734 2.8111 -6.4043
H -0.2311 1.6334 -4.7492
H 0.3984 1.6119 -6.3910
H 1.1510 2.6695 -5.1744
H -0.3260 3.9685 -6.7391
H -1.5359 3.7281 -3.9284
H -1.7606 5.0779 -5.0329
H -0.1469 4.7531 -4.3579
H -2.3643 2.2863 -5.6861

---

33
Properties=species:S:1:pos:R:3 method="wB97M-V/def2-TZVPD" e_lumo_ev=0.6 de_lowest_ev=14.056 gap_ev=8.9
C 4.2099 1.3643 1.0399
C 4.0166 0.0176 0.3794
N 4.9234 -0.7189 -0.0861
C 4.1419 -1.9311 -0.5356
C 2.7744 -1.8945 -0.4845
N 2.5507 -0.5702 0.3000
C 1.2601 -0.0037 0.7492
H 1.4663 0.8186 1.3121
H 0.5905 -0.6382 0.7668
C 0.7819 0.8608 -0.6084
O 1.3489 2.3164 -0.8269
H 1.2210 2.7840 -0.1734
C -0.7333 0.9679 -0.4681
O -1.3693 -0.0136 -0.2249
C -2.7574 -0.1576 -0.2192
C -3.6399 0.9408 0.1412
C -4.8981 0.6422 0.2442
C -5.5249 -0.5129 0.3454
C -4.5615 -1.4638 0.0945
C -3.3364 -1.3698 0.0999
H -2.6993 -2.2747 -0.1946
H -5.2058 -2.4682 0.3679
H -6.5572 -0.4653 0.4572
H -5.6276 1.7277 0.4458
H -3.1674 2.1421 -0.2805
H -1.0740 1.7594 -1.2018
H -0.8790 1.5381 0.5745
H 0.8987 0.4792 -1.5459
H 1.8244 -2.3736 -0.4388
H 4.6412 -2.7758 -0.8551
H 3.7932 2.2594 0.2495
H 3.6791 1.4539 1.8160
H 5.2670 1.5061 1.0624

---

66
Properties=species:S:1:pos:R:3 method="wB97M-V/def2-TZVPD" smiles=CC#N.CC#N.CC#N.CC#N.CC#N.CC#N.CC#N.CC#N.CC#N.CC#N.CC#N e_lumo_ev=0.1 de_lowest_ev=0.785 gap_ev=11.5
C -4.1672 -1.4113 3.5591
C -2.9802 -1.0531 2.6847
N -2.0802 -0.7609 2.0561
H -5.0614 -0.9763 3.1127
H -4.0849 -1.1325 4.6096
H -4.2849 -2.4920 3.4794
C 2.2876 -3.7862 -2.0123
C 3.6840 -3.2675 -2.1202
N 4.7636 -2.8569 -2.3465
H 1.6909 -3.3250 -2.7993
H 1.9190 -3.4997 -1.0273
H 2.1693 -4.8662 -2.0999
C 3.2910 3.6612 -0.2797
C 4.0706 2.6789 0.4235
N 4.6407 1.8479 0.9905
H 3.0689 4.6010 0.2259
H 2.3142 3.2240 -0.4865
H 3.8084 3.8717 -1.2157
C -0.3799 -3.8606 1.2039
C -1.7807 -4.0762 1.4826
N -2.9137 -4.2587 1.6294
H -0.0665 -4.7033 0.5877
H 0.2037 -3.9048 2.1235
H -0.2145 -2.9326 0.6565
C -3.0186 2.5240 1.2881
C -2.4745 3.4214 2.3116
N -2.0647 4.1194 3.1287
H -2.1584 2.2275 0.6879
H -3.8171 3.0762 0.7925
H -3.4594 1.5997 1.6615
C 0.2454 1.2409 3.9690
C 0.9904 2.1499 3.1665
N 1.5331 2.9080 2.4843
H 0.6059 1.2716 4.9972
H 0.2081 0.2081 3.6225
H -0.7898 1.5780 3.9163
C 1.6213 2.6087 -3.9286
C 0.7061 3.1832 -4.8765
N -0.0347 3.6438 -5.6223
H 2.5274 3.1749 -3.7126
H 1.7991 1.5443 -4.0816
H 1.0738 2.5323 -2.9892
C -3.6302 -1.0228 -0.9247
C -4.6784 -0.3488 -0.1197
N -5.4846 0.1507 0.5299
H -2.7127 -1.0351 -0.3363
H -3.3977 -0.4444 -1.8189
H -3.9863 -1.9977 -1.2577
C -2.3022 0.6220 -4.8258
C -1.8392 0.7461 -3.4539
N -1.4166 0.8543 -2.4052
H -3.3669 0.8553 -4.8376
H -2.1206 -0.3958 -5.1711
H -1.7983 1.3675 -5.4410
C 4.9642 -1.6214 1.5354
C 3.6016 -1.6242 2.0622
N 2.5100 -1.6325 2.5529
H 5.0241 -0.9926 0.6471
H 5.2482 -2.6511 1.3185
H 5.6804 -1.2319 2.2589
C 0.7946 0.2267 0.1630
C 1.5441 -0.1731 -1.0892
N 2.1719 -0.5383 -1.9721
H 1.4810 0.4156 0.9884
H -0.0154 -0.4324 0.4752
H 0.3374 1.1713 -0.1315